ORCA calculation (ωB97M-V/def2-TZVPD) on a structure of composition C22H12ClN5O8V in a non-equilibrium geometry.

Results
HOMO (spin up / spin down) in eV: -7.270 / -8.731
Multiplicity: 4
<S²>: 3.78
Molecular weight in u: 560.76

Each line ends with the Löwdin spin population.
Cartesian coordinates (Å):
V -0.505339 0.201712 0.631565  1.942
Cl 2.271570 6.275290 -2.119296  -0.001
C 1.452871 4.787937 -1.727419  -0.001
C 0.234440 4.489776 -2.328360  0.006
C -0.435084 3.320208 -2.027534  -0.002
C 0.107389 2.434665 -1.104379  0.014
O -0.550532 1.308994 -0.783886  0.016
C 1.337637 2.731268 -0.502656  0.002
C 1.966195 1.850166 0.484920  0.032
N 1.452750 0.777529 0.937320  -0.002
C 2.100021 -0.005443 1.963559  0.002
C 3.206483 0.372065 2.662028  -0.003
C 3.765851 -0.466385 3.646040  0.000
C 3.191053 -1.670824 3.922835  -0.002
C 2.025861 -2.070082 3.234838  0.000
C 1.350840 -3.291446 3.522192  0.005
C 0.242897 -3.628957 2.838038  0.000
C -0.239416 -2.734541 1.833467  0.007
N 0.312276 -1.585846 1.566586  0.008
C 1.473726 -1.243884 2.257992  0.003
C 2.007351 3.914857 -0.823773  0.004
H -0.186117 5.191246 -3.037215  0.000
H -1.383996 3.080322 -2.486293  0.000
H 2.947746 2.165381 0.838365  0.001
H 3.665528 1.336823 2.491824  0.000
H 4.645332 -0.139081 4.182843  0.000
H 3.610962 -2.324502 4.677738  0.000
H 1.736433 -3.942257 4.298537  0.000
H -0.290629 -4.550124 3.035386  0.000
H -1.681926 -3.891165 1.396060  0.000
H 2.953819 4.153498 -0.353278  0.000
O -6.089582 -2.120886 3.940824  -0.006
N -5.406530 -1.470854 4.708536  -0.002
O -5.668884 -1.292601 5.879652  0.002
C -4.182222 -0.852062 4.166032  0.009
C -3.318063 -0.249887 5.033626  0.067
C -2.137122 0.312872 4.542838  0.006
C -1.814655 0.287331 3.186835  0.031
O -0.724922 0.737968 2.614514  0.011
C -2.794941 -0.357101 2.339250  -0.003
C -3.944125 -0.929219 2.789486  0.086
N -2.289524 -0.302046 1.051796  0.287
O -2.759068 -0.771332 -0.051483  0.470
O -1.317819 -3.043779 1.114691  0.006
N -1.222241 0.887964 5.549983  -0.001
O -0.210309 1.433554 5.162156  0.000
O -1.564466 0.837543 6.719189  -0.002
H -3.530304 -0.220568 6.090176  0.003
H -4.638103 -1.413479 2.117703  0.006

Forces on atoms 1 to 2 (eV/Å):
-0.51 -0.53 1.55
-0.08 -0.14 0.03